9
Properties=species:S:1:pos:R:3:mulliken_charge:R:1 method="wB97M-V/def2-TZVPD" e_above_lowest_ev=1.306 charge=+1 homo_ha="-0.5340 / -0.5339" largest_force_ev_per_a=2.931
N 3.118 0.070 0.098 0.8895
N 3.391 1.080 0.445 -0.3292
N 0.351 -0.934 0.177 0.0312
N 2.669 -0.910 -0.459 -0.7431
N -0.170 0.047 0.020 0.6113
N -0.314 1.298 -0.206 -0.3901
H 2.786 -1.734 0.023 0.2923
H 0.018 1.870 -1.026 0.3471
H -1.140 1.713 0.070 0.2909

20
Properties=species:S:1:pos:R:3:mulliken_charge:R:1 method="wB97M-V/def2-TZVPD" e_above_lowest_ev=5.724 homo_ha="-0.3315 / -0.2838" largest_force_ev_per_a=3.997
C 1.674 -1.212 0.967 -1.9655
C -0.690 -1.263 0.548 -2.2002
C 0.736 -0.369 -1.282 -1.4973
C -2.346 2.175 -1.381 -1.0778
C 0.581 -0.524 0.243 1.8880
Si 0.493 1.241 0.844 0.0960
Br -0.260 1.243 2.974 -0.2703
H 1.355 -1.629 1.913 0.3977
H 1.846 -2.123 0.330 0.4232
H 2.536 -0.596 0.925 0.5240
H -1.414 -0.788 0.048 0.6530
H -0.902 -1.318 1.561 0.5812
H -0.603 -2.359 0.346 0.3574
H 0.735 0.712 -1.582 0.3173
H 1.634 -0.940 -1.559 0.3726
H -0.018 -0.907 -1.760 0.3827
H -2.234 2.955 -0.699 0.3441
H -1.801 2.147 -2.275 0.3925
H -3.206 1.644 -1.017 0.3435
H 1.886 1.910 0.857 -0.0622

34
Properties=species:S:1:pos:R:3:mulliken_charge:R:1 method="wB97M-V/def2-TZVPD" homo_ha=-0.3658 largest_force_ev_per_a=1.208
S 0.909 1.071 -1.916 -0.3636
B -0.228 2.231 -1.108 0.5583
O -1.603 2.061 -1.176 -0.2991
B -2.186 3.171 -1.712 0.5314
Br -3.793 2.926 -2.746 -0.2639
O -1.645 4.422 -1.546 -0.3574
B -0.352 4.464 -1.082 0.2553
I 0.905 6.171 -1.398 -0.0255
O 0.194 3.380 -0.446 -0.2041
H 1.682 1.957 -2.548 0.1246
C 2.914 -2.391 0.505 -1.0106
C 3.441 -3.097 -0.739 -0.4060
C 4.749 -2.490 -1.262 -0.4150
C 4.567 -1.088 -1.628 0.2386
N 4.377 0.004 -1.921 -0.4016
H 2.677 -1.347 0.297 0.2508
H 2.002 -2.870 0.859 0.3171
H 3.647 -2.420 1.313 0.3089
H 2.687 -3.059 -1.526 0.2774
H 3.616 -4.151 -0.516 0.3020
H 5.099 -3.029 -2.142 0.2803
H 5.530 -2.548 -0.502 0.2766
C -3.629 0.721 0.982 -0.9860
C -4.038 -0.126 2.180 -0.5278
C -2.844 -0.811 2.855 -0.3754
C -2.144 -1.706 1.936 0.2328
N -1.597 -2.398 1.202 -0.4493
H -3.177 0.114 0.198 0.3461
H -4.496 1.221 0.550 0.3401
H -2.909 1.488 1.273 0.2347
H -4.759 -0.881 1.864 0.3211
H -4.538 0.501 2.921 0.3216
H -3.171 -1.395 3.715 0.3080
H -2.130 -0.066 3.210 0.2596

What did the third record say?
34
Properties=species:S:1:pos:R:3:mulliken_charge:R:1 method="wB97M-V/def2-TZVPD" homo_ha=-0.3658 largest_force_ev_per_a=1.208
S 0.909 1.071 -1.916 -0.3636
B -0.228 2.231 -1.108 0.5583
O -1.603 2.061 -1.176 -0.2991
B -2.186 3.171 -1.712 0.5314
Br -3.793 2.926 -2.746 -0.2639
O -1.645 4.422 -1.546 -0.3574
B -0.352 4.464 -1.082 0.2553
I 0.905 6.171 -1.398 -0.0255
O 0.194 3.380 -0.446 -0.2041
H 1.682 1.957 -2.548 0.1246
C 2.914 -2.391 0.505 -1.0106
C 3.441 -3.097 -0.739 -0.4060
C 4.749 -2.490 -1.262 -0.4150
C 4.567 -1.088 -1.628 0.2386
N 4.377 0.004 -1.921 -0.4016
H 2.677 -1.347 0.297 0.2508
H 2.002 -2.870 0.859 0.3171
H 3.647 -2.420 1.313 0.3089
H 2.687 -3.059 -1.526 0.2774
H 3.616 -4.151 -0.516 0.3020
H 5.099 -3.029 -2.142 0.2803
H 5.530 -2.548 -0.502 0.2766
C -3.629 0.721 0.982 -0.9860
C -4.038 -0.126 2.180 -0.5278
C -2.844 -0.811 2.855 -0.3754
C -2.144 -1.706 1.936 0.2328
N -1.597 -2.398 1.202 -0.4493
H -3.177 0.114 0.198 0.3461
H -4.496 1.221 0.550 0.3401
H -2.909 1.488 1.273 0.2347
H -4.759 -0.881 1.864 0.3211
H -4.538 0.501 2.921 0.3216
H -3.171 -1.395 3.715 0.3080
H -2.130 -0.066 3.210 0.2596